Record 1
Computed, not measured: a cluster of 5 separate species, H10O5 in total at a distorted geometry, with wB97M-V/def2-TZVPD.

The geometry in XYZ format:
```
15
Properties=species:S:1:pos:R:3
H -2.833 -1.187 -0.043
O -0.468 -1.486 1.415
H 0.818 1.692 0.985
H -1.006 -2.075 1.864
H 0.003 1.411 -0.229
H 3.546 1.235 -0.412
H -0.332 -0.947 -0.440
H 0.656 -0.146 -0.961
O 2.604 1.140 -0.557
H -0.713 -0.635 1.780
O -0.274 -0.224 -1.022
O 0.051 1.976 0.544
H -1.943 -1.082 -1.103
H 2.469 2.018 -1.026
O -2.574 -1.695 -0.796
```

Computed properties:
HOMO level   -11.0 eV
Gap between HOMO and LUMO   11.37 eV
LUMO level   0.3 eV
2S+1   1
SMILES string   O.O.O.O.O
Net charge   0
Energy   -10399.42862 eV

Record 2
Computed, not measured: a cluster of 5 separate species, H10O5 in total at a distorted geometry, with wB97M-V/def2-TZVPD.

The geometry in XYZ format:
```
15
Properties=species:S:1:pos:R:3
H -0.517 0.748 0.493
H 2.654 1.970 1.127
H 1.639 0.944 -1.252
H -1.559 -2.289 0.073
O 2.163 0.316 -1.686
H 3.044 0.673 -1.536
O -1.942 -3.066 0.528
H -2.872 -2.908 0.449
H 3.364 2.740 0.027
O -2.916 -0.966 0.727
O 0.191 1.296 -0.023
H -2.884 -1.336 1.557
H 0.339 2.022 0.552
H -3.842 -0.787 0.484
O 2.583 2.198 0.207
```

Computed properties:
HOMO level   -10.2 eV
Gap between HOMO and LUMO   10.55 eV
LUMO level   0.4 eV
2S+1   1
SMILES string   O.O.O.O.O
Net charge   0
Energy   -10398.75153 eV

Record 3
Computed, not measured: a cluster of 5 separate species, H10O5 in total at a distorted geometry, with wB97M-V/def2-TZVPD.

The geometry in XYZ format:
```
15
Properties=species:S:1:pos:R:3
O -8.523 -3.831 2.032
H -9.416 -3.590 1.798
O -7.745 -3.794 6.514
H -9.082 -4.060 5.288
H -7.336 -3.322 7.276
O -5.982 -2.229 2.088
O -9.432 -4.698 4.635
O -7.468 -2.007 4.483
H -8.250 -2.250 3.958
H -6.581 -2.891 1.686
H -6.863 -2.012 3.737
H -8.525 -4.400 2.789
H -5.982 -1.521 1.406
H -9.221 -5.488 5.145
H -7.402 -3.282 5.713
```

Computed properties:
HOMO level   -11.3 eV
Gap between HOMO and LUMO   12.01 eV
LUMO level   0.7 eV
2S+1   1
SMILES string   O.O.O.O.O
Net charge   0
Energy   -10400.32702 eV

Record 4
Computed, not measured: a cluster of 5 separate species, H10O5 in total, with wB97M-V/def2-TZVPD.

The geometry in XYZ format:
```
15
Properties=species:S:1:pos:R:3
H -1.974 -5.604 0.480
H 0.469 2.973 -3.411
H -1.575 0.932 1.842
H 2.822 3.426 0.036
H 1.279 -0.647 0.601
O 1.959 3.051 0.212
H 1.717 -1.647 1.650
H -1.857 -6.797 -0.444
O -2.340 0.853 2.413
H 1.143 4.227 -3.928
H -2.396 -0.082 2.611
O 0.509 3.552 -4.172
O -2.267 -6.508 0.371
O 1.010 -1.458 1.033
H 1.500 3.729 0.708
```

Computed properties:
HOMO level   -11.5 eV
Gap between HOMO and LUMO   11.69 eV
LUMO level   0.2 eV
2S+1   1
SMILES string   O.O.O.O.O
Net charge   0
Energy   -10399.45180 eV